# C6H13N

One molecule with the formula C6H13N (the ωB97M-V functional and the def2-TZVPD basis, OMol25).

Computed properties:
**E_tot**: -291.12536 Eh
**Relative energy (zero: lowest compared OMol25 entry of this formula, charge and spin)**: 21.0 kcal per mole
**HOMO**: -8.75 eV
**Multiplicity**: 1
**SMILES**: C[C@H]1N(C)C1(C)C
**Gap between HOMO and LUMO**: 9.84 eV

Each line ends with the Löwdin charge.
Geometry (Å):
1 C -1.88 -0.97 0.88  -0.054
2 C -0.53 -0.27 0.87  -0.273
3 N 0.67 -0.84 0.25  -0.061
4 C 1.95 -0.53 0.86  -0.104
5 C 0.00 0.28 -0.41  -0.519
6 C 0.62 1.66 -0.47  -0.039
7 C -0.65 -0.15 -1.71  -0.037
8 H -2.25 -1.16 1.89  0.068
9 H -2.63 -0.34 0.37  0.081
10 H -1.84 -1.92 0.34  0.075
11 H -0.31 0.32 1.78  0.139
12 H 2.65 -0.31 0.05  0.085
13 H 1.95 0.35 1.54  0.077
14 H 2.33 -1.39 1.42  0.078
15 H -0.12 2.37 -0.86  0.085
16 H 0.95 2.03 0.50  0.072
17 H 1.48 1.66 -1.16  0.084
18 H -0.98 -1.19 -1.64  0.075
19 H 0.09 -0.09 -2.52  0.084
20 H -1.51 0.49 -1.97  0.083

=====

# C9H24BrN4O2P

C9H24BrN4O2P as an isolated structure (the ωB97M-V functional and the def2-TZVPD basis, OMol25).

Computed properties:
**E_tot**: -3642.21188 Eh
**HOMO**: -8.41 eV
**Multiplicity**: 1
**Gap between HOMO and LUMO**: 9.01 eV

Each line ends with the Löwdin charge.
Geometry (Å):
1 C -1.22 -2.48 -0.60  -0.112
2 C -1.20 -3.39 -1.83  -0.378
3 C -2.27 -3.04 -2.85  -0.893
4 Br -1.88 -4.00 -4.52  0.579
5 P -4.08 -3.46 -2.45  0.737
6 N -3.97 -4.56 -1.14  -0.211
7 N -4.48 -2.03 -1.57  -0.218
8 H -2.22 -2.30 -0.24  0.046
9 H -0.65 -2.92 0.22  0.077
10 H -0.76 -1.51 -0.82  0.059
11 H -0.22 -3.32 -2.32  0.085
12 H -1.30 -4.44 -1.54  0.086
13 H -2.19 -1.98 -3.12  0.051
14 H -3.36 -4.31 -0.37  0.021
15 H -3.77 -5.50 -1.46  0.026
16 H -4.85 -2.20 -0.65  0.024
17 H -3.76 -1.32 -1.54  0.014
18 C 1.05 0.16 1.17  -0.355
19 O 0.28 0.70 0.39  -0.008
20 N 2.18 -0.48 0.80  -0.190
21 C 3.07 -1.09 1.76  -0.055
22 C 2.51 -0.53 -0.62  -0.034
23 H 0.89 0.16 2.26  0.139
24 H 4.06 -0.63 1.72  0.092
25 H 3.16 -2.16 1.57  0.089
26 H 2.67 -0.94 2.76  0.084
27 H 2.61 0.48 -1.03  0.092
28 H 1.72 -1.04 -1.18  0.080
29 H 3.44 -1.07 -0.74  0.088
30 C 2.13 4.83 2.67  -0.360
31 O 2.79 3.84 2.92  0.004
32 N 1.30 4.94 1.62  -0.198
33 C 0.53 6.14 1.37  -0.064
34 C 1.19 3.81 0.71  -0.039
35 H 2.16 5.73 3.30  0.131
36 H -0.54 5.92 1.38  0.089
37 H 0.79 6.58 0.40  0.088
38 H 0.74 6.87 2.14  0.081
39 H 0.84 2.93 1.24  0.067
40 H 2.16 3.58 0.27  0.094
41 H 0.48 4.05 -0.08  0.091

=====

# C20H25BeClF12LiN2O15S2V

C20H25BeClF12LiN2O15S2V as an isolated structure at a distorted geometry (the ωB97M-V functional and the def2-TZVPD basis, OMol25).

Computed properties:
**E_tot**: -5435.54502 Eh
**HOMO**: -6.86 eV
**Multiplicity**: 1
**Gap between HOMO and LUMO**: 1.32 eV

Each line ends with the Löwdin charge.
Geometry (Å):
1 C -0.51 -3.16 -4.75  -0.067
2 C 0.14 -1.85 -4.99  -0.174
3 C 1.65 -1.95 -5.20  -0.146
4 N 2.35 -2.86 -4.28  0.027
5 C 3.22 -2.28 -3.32  -0.497
6 C 3.95 -3.44 -2.60  -0.007
7 C 3.06 -4.41 -1.86  -0.464
8 O 2.06 -4.91 -2.26  0.167
9 F 3.50 -4.75 -0.64  0.136
10 O 4.24 -1.39 -3.80  0.014
11 C 5.04 -1.87 -4.80  -0.283
12 O 6.08 -1.32 -5.02  0.130
13 S 2.24 -1.44 -2.01  0.815
14 O 2.86 -1.54 -0.72  -0.219
15 O 0.96 -2.05 -2.09  -0.243
16 C 2.16 0.38 -2.36  -0.458
17 F 1.61 0.50 -3.58  0.057
18 F 3.36 0.94 -2.50  0.161
19 C 1.24 1.12 -1.32  -0.411
20 F 0.47 0.31 -0.61  0.135
21 F 0.38 1.89 -2.03  0.054
22 C 1.97 2.08 -0.35  -0.356
23 F 2.57 3.08 -0.98  0.191
24 F 0.99 2.64 0.39  0.148
25 C 2.94 1.43 0.68  -0.568
26 F 2.36 0.47 1.37  0.208
27 F 4.06 1.00 0.13  0.195
28 F 3.26 2.41 1.54  0.180
29 H 0.15 -3.91 -4.32  0.079
30 H -1.33 -3.03 -4.04  0.100
31 H -0.97 -3.54 -5.66  0.099
32 H -0.27 -1.41 -5.99  0.136
33 H -0.21 -1.04 -4.02  -0.044
34 H 2.12 -0.97 -5.30  0.124
35 H 1.71 -2.41 -6.19  0.148
36 H 2.81 -3.60 -4.78  0.111
37 H 4.70 -2.98 -1.95  0.144
38 H 4.50 -4.03 -3.33  0.127
39 H 4.74 -2.71 -5.44  0.149
40 C -1.79 3.91 3.95  -0.232
41 S -2.23 5.31 2.93  0.840
42 O -3.77 5.32 2.78  -0.761
43 C -1.55 4.66 1.41  -0.278
44 H -2.16 4.10 4.96  0.067
45 H -2.24 3.01 3.55  0.043
46 H -0.71 3.82 3.97  0.078
47 H -2.02 3.71 1.16  0.065
48 H -0.48 4.53 1.52  0.057
49 H -1.74 5.37 0.61  0.036
50 Cl -1.11 0.06 -3.13  0.457
51 Be -4.62 5.61 0.93  0.327
52 C -4.59 0.37 5.94  0.081
53 C -5.35 0.31 7.03  -0.245
54 C -6.22 1.44 7.45  -0.297
55 O -6.90 1.35 8.45  0.145
56 C -6.21 2.66 6.61  0.078
57 C -5.44 2.71 5.53  -0.239
58 C -4.59 1.55 5.11  -0.297
59 O -3.94 1.68 4.09  0.111
60 O -5.39 3.82 4.73  -0.054
61 O -5.35 -0.78 7.80  0.127
62 H -3.95 -0.46 5.64  0.114
63 H -6.83 3.49 6.93  0.137
64 H -4.75 3.61 4.00  0.096
65 H -5.95 -0.58 8.54  0.127
66 F -2.21 -1.01 6.36  -0.453
67 Li -7.14 3.85 4.24  0.794
68 C 3.94 -7.18 -4.35  0.061
69 N 4.82 -6.20 -5.03  -0.451
70 O 5.99 -6.20 -4.77  0.092
71 O 4.27 -5.44 -5.82  0.039
72 H 4.55 -7.78 -3.68  0.102
73 H 3.20 -6.61 -3.79  0.082
74 H 3.47 -7.80 -5.10  0.107
75 O -2.61 0.28 9.36  -0.063
76 H -3.53 0.16 9.07  -0.065
77 O -0.52 9.97 1.30  -0.631
78 V -0.20 8.77 2.44  0.965
79 O 0.01 7.48 3.52  -0.681
80 F -0.33 -2.27 -7.28  -0.383

=====

# C28H32N9O3PTi

C28H32N9O3PTi as an isolated structure at a distorted geometry (the ωB97M-V functional and the def2-TZVPD basis, OMol25).

Computed properties:
**E_tot**: -2995.26135 Eh
**Total charge**: +2
**HOMO**: -14.01 eV
**Multiplicity**: 1
**Gap between HOMO and LUMO**: 7.73 eV

Each line ends with the Löwdin charge.
Geometry (Å):
1 Ti -0.67 -0.54 -0.12  1.087
2 O 1.99 -0.14 -2.11  0.118
3 C 1.79 0.66 -1.23  -0.392
4 N 1.10 0.27 -0.04  -0.001
5 C 1.54 0.75 1.19  -0.438
6 O 2.51 1.43 1.39  0.145
7 C 0.74 0.18 2.33  -0.187
8 C 1.06 0.50 3.64  0.044
9 C 0.33 -0.10 4.66  0.006
10 C -0.67 -1.01 4.33  -0.011
11 C -0.92 -1.27 3.00  -0.080
12 N -0.24 -0.68 2.01  0.023
13 C 2.15 2.11 -1.34  -0.233
14 C 3.36 2.49 -1.88  0.016
15 C 3.65 3.85 -1.93  -0.027
16 C 2.71 4.75 -1.48  -0.030
17 C 1.50 4.26 -0.98  -0.108
18 N 1.22 2.96 -0.89  0.119
19 H 1.86 1.19 3.82  0.139
20 H 0.55 0.13 5.69  0.130
21 H -1.24 -1.51 5.09  0.125
22 H -1.69 -1.98 2.71  0.114
23 H 4.06 1.74 -2.23  0.129
24 H 4.59 4.19 -2.33  0.121
25 H 2.89 5.81 -1.50  0.116
26 H 0.73 4.94 -0.63  0.113
27 C 1.58 -5.08 -2.47  0.006
28 N 1.33 -4.06 -1.45  -0.095
29 C 2.15 -3.80 -0.38  -0.004
30 C 1.59 -2.76 0.29  -0.075
31 N 0.44 -2.38 -0.35  -0.036
32 C 0.31 -3.19 -1.40  -0.437
33 P -1.08 -3.12 -2.58  1.220
34 C -0.88 -1.37 -3.06  -0.424
35 N -0.91 -0.34 -2.21  -0.027
36 C -0.77 0.80 -2.95  -0.074
37 C -0.66 0.46 -4.26  0.006
38 N -0.74 -0.91 -4.31  -0.087
39 C -0.63 -1.72 -5.53  0.011
40 C -2.36 -2.84 -1.31  -0.422
41 N -2.28 -1.99 -0.29  -0.024
42 C -3.43 -2.12 0.44  -0.083
43 C -4.20 -3.08 -0.13  -0.007
44 N -3.52 -3.52 -1.23  -0.098
45 C -4.00 -4.57 -2.15  0.008
46 H 2.24 -5.84 -2.05  0.103
47 H 2.07 -4.64 -3.34  0.103
48 H 0.65 -5.55 -2.77  0.081
49 H 3.05 -4.36 -0.19  0.141
50 H 1.94 -2.27 1.18  0.120
51 H -0.73 1.78 -2.50  0.107
52 H -0.54 1.06 -5.14  0.144
53 H -0.80 -1.08 -6.39  0.103
54 H -1.37 -2.51 -5.53  0.085
55 H 0.37 -2.14 -5.61  0.104
56 H -3.64 -1.52 1.31  0.107
57 H -5.17 -3.47 0.15  0.142
58 H -5.08 -4.61 -2.10  0.104
59 H -3.59 -5.54 -1.86  0.106
60 H -3.70 -4.34 -3.16  0.080
61 C -3.85 1.45 1.08  -0.017
62 C -2.48 1.90 0.60  -0.599
63 C -2.59 2.79 -0.63  -0.014
64 C -1.69 2.59 1.71  -0.001
65 O -1.73 0.72 0.23  -0.231
66 H -4.43 2.33 1.37  0.106
67 H -3.76 0.81 1.96  0.085
68 H -4.39 0.92 0.29  0.093
69 H -3.20 3.66 -0.38  0.106
70 H -3.07 2.26 -1.45  0.095
71 H -1.60 3.13 -0.94  0.070
72 H -2.15 3.55 1.94  0.107
73 H -0.67 2.76 1.38  0.085
74 H -1.69 1.99 2.62  0.089